{
  "formula": "C9H16N",
  "method": "ωB97M-V with the def2-TZVPD basis set",
  "e_above_lowest_kj_mol": 520.2,
  "charge": 1,
  "e_homo_ev": -13.77,
  "e_lumo_ev": -5.353,
  "orbital_gap_ev": 8.42,
  "species": ["C", "C", "C", "C", "C", "C", "C", "C", "C", "N", "H", "H", "H", "H", "H", "H", "H", "H", "H", "H", "H", "H", "H", "H", "H", "H"],
  "positions_angstrom": [[2.048, 1.215, -0.153], [0.742, 1.750, -0.199], [0.828, -0.791, -0.245], [2.137, -0.105, 0.044], [3.342, -0.926, 0.383], [-2.031, -0.987, 0.838], [-2.275, 1.429, 0.553], [-0.793, 0.112, -1.854], [-1.266, 0.278, 0.710], [-0.240, 0.212, -0.495], [2.875, 1.940, -0.201], [0.903, -1.535, -0.979], [0.670, -1.350, 0.715], [3.116, -1.984, 0.375], [3.587, -0.691, 1.377], [4.200, -0.795, -0.285], [-2.300, -0.951, 1.861], [-2.967, -0.846, 0.339], [-1.481, -1.730, 0.466], [-2.856, 1.291, -0.406], [-1.837, 2.346, 0.587], [-3.125, 1.382, 1.265], [-1.787, 0.604, -1.773], [-0.089, 0.643, -2.363], [-0.815, -0.964, -2.123], [-0.584, 0.454, 1.560]]
}